Entry 1:
Below is a cluster of 2 separate species, C5H13NO in total, with properties calculated with the ωB97M-V functional and the def2-TZVPD basis.

Each line ends with the Mulliken charge.
CARTESIAN COORDINATES (ANGSTROEM)
C 1.765 -1.992 0.380  -1.1931
C 0.991 -0.719 0.767  -0.4316
C 0.724 0.234 -0.405  -0.5714
C -0.532 -0.067 -1.160  0.2920
C -1.594 0.758 -1.222  -0.9255
N -0.669 -1.411 -1.586  -0.5109
H 2.738 -1.656 0.027  0.3186
H 1.191 -2.588 -0.308  0.3259
H 1.922 -2.610 1.266  0.3410
H 0.085 -0.950 1.331  0.3422
H 1.652 -0.199 1.467  0.2870
H 0.678 1.229 0.030  0.3234
H 1.620 0.235 -1.036  0.2809
H -1.427 1.826 -1.175  0.3397
H -2.577 0.343 -1.050  0.2624
H 0.018 -1.669 -2.285  0.2568
H -1.562 -1.493 -2.057  0.2745
H -0.041 2.429 2.830  0.3112
H -1.451 2.345 2.092  0.3200
O -0.798 2.920 2.509  -0.6433

Its SMILES is C=C(N)CCC.O. For the LUMO energy, the calculation gives 0.857 eV. As for the HOMO-LUMO gap: 9.05 eV.

---

Entry 2:
Below is a structure of composition C10H9F5O5SZr, with properties calculated with the ωB97M-V functional and the def2-TZVPD basis.

Each line ends with the Mulliken charge.
CARTESIAN COORDINATES (ANGSTROEM)
O 1.366 -2.695 1.165  -0.4270
C 1.756 -1.607 0.864  0.3274
O 2.676 -0.848 1.460  -0.1644
C 2.952 0.252 0.644  0.1854
O 3.861 0.992 0.799  -0.2606
C 1.912 0.328 -0.462  0.6438
C 1.840 1.345 -1.419  -1.1219
S 1.190 3.055 -0.703  0.9358
O -0.114 3.096 -1.261  -0.3354
O 1.378 3.079 0.691  -0.3112
C 1.131 -0.836 -0.298  0.2869
C -0.016 -1.446 -0.934  -0.0582
C -1.238 -0.496 -1.297  -1.2178
C -2.375 -0.400 -0.181  -0.4037
C -1.931 0.312 1.079  0.6870
F -2.914 1.049 1.483  -0.2673
F -0.890 1.108 0.871  -0.1226
C -1.582 -0.760 2.184  0.6054
F -1.984 -2.009 1.737  -0.2817
F -2.175 -0.503 3.271  -0.1537
F -0.294 -0.746 2.406  -0.1573
H 1.249 1.072 -2.283  0.5160
H 2.863 1.572 -1.765  0.5935
H 2.004 4.003 -1.312  0.4296
H 0.302 -1.997 -1.838  0.6417
H -0.387 -2.230 -0.148  -0.0027
H -0.946 0.517 -1.544  0.5130
H -1.736 -0.924 -2.176  0.4232
H -2.875 -1.381 0.069  0.3478
H -3.171 0.176 -0.649  0.4832
Zr -1.853 -3.076 -0.451  1.6658

For the LUMO energy, the calculation gives -20.487 eV. Its total charge is +4. As for the HOMO-LUMO gap: 3.93 eV.

---

Entry 3:
Below is a structure of composition BrCu, with properties calculated with the ωB97M-V functional and the def2-TZVPD basis.

Each line ends with the Mulliken charge.
CARTESIAN COORDINATES (ANGSTROEM)
Cu 1.108 -0.187 0.775  -0.2851
Br -1.108 0.187 -0.775  -0.7149

As for the expectation value of S²: 0.7525. For the LUMO energy (spin up / spin down), the calculation gives 4.199 / 3.882 eV. Its total charge is -1. Its spin multiplicity is 2. As for the HOMO-LUMO gap (spin up / spin down): 6.09 / 8.31 eV.

---

Entry 4:
Below is a structure of composition C10H18N8O2PtS, with properties calculated with the ωB97M-V functional and the def2-TZVPD basis.

Each line ends with the Mulliken charge.
CARTESIAN COORDINATES (ANGSTROEM)
Pt -1.324 0.411 0.034  0.8974
C 3.268 4.291 1.997  -0.9671
C 2.416 3.830 0.916  0.7250
N 2.439 4.427 -0.358  -0.3836
N 1.619 3.785 -1.066  0.4301
C 0.983 2.743 -0.392  0.4227
S -0.024 1.701 -1.161  -0.1355
N 1.534 2.834 0.886  0.4708
N 1.182 1.923 1.882  -0.8359
H 3.190 5.385 2.070  0.3837
H 4.319 4.105 1.716  0.3734
H 3.050 3.815 2.950  0.3692
H 1.477 4.061 -2.048  0.2434
H 2.018 1.457 2.233  0.3151
H 0.702 2.413 2.635  0.3202
C -4.592 3.009 2.341  -0.9192
N -4.378 1.586 1.965  0.0746
C -5.328 0.622 2.258  -0.1885
C -5.157 -0.677 1.942  -0.8432
C -3.957 -1.087 1.288  1.0876
N -3.062 -0.104 0.992  -0.3183
C -3.284 1.179 1.349  0.4950
O -2.284 1.929 0.985  -0.6936
N -3.697 -2.338 0.992  -0.2321
H -5.644 3.240 2.199  0.3718
H -3.993 3.638 1.690  0.3303
H -4.311 3.151 3.382  0.3609
H -6.215 0.984 2.764  0.4878
H -5.915 -1.405 2.198  0.4110
H -4.357 -3.068 1.232  0.2797
H -2.798 -2.629 0.642  0.1271
C 0.034 -3.350 -1.654  -1.1333
C -0.705 -2.058 -1.614  0.9384
N -1.417 -1.674 -2.644  -0.2759
O -0.607 -1.361 -0.530  -0.5867
H -0.677 -4.172 -1.531  0.3571
H 0.770 -3.393 -0.858  0.3281
H 0.519 -3.485 -2.622  0.4458
H -1.453 -2.251 -3.478  0.2696
H -2.009 -0.855 -2.634  0.1975

For the LUMO energy (spin up / spin down), the calculation gives -17.622 / -17.618 eV. Its total charge is +4. As for the HOMO-LUMO gap (spin up / spin down): 3.96 / 3.96 eV.

---

Entry 5:
Below is the molecule C6H8F2, with properties calculated with the ωB97M-V functional and the def2-TZVPD basis.

Each line ends with the Mulliken charge.
CARTESIAN COORDINATES (ANGSTROEM)
C -0.876 -0.152 -1.698  -0.4167
C -0.087 -0.086 -0.447  0.6899
C -0.067 -1.305 0.443  -0.6149
C 0.316 1.197 -0.344  -0.2187
C 0.580 1.948 1.003  -0.1920
C 0.119 1.611 2.183  -0.5969
H -0.588 0.427 -2.663  0.2918
H -1.975 -0.206 -1.499  0.2008
H -0.078 -2.248 -0.108  0.3481
H -1.151 -1.246 0.927  0.2443
H -0.050 1.740 -1.352  0.1681
H 1.193 2.865 1.064  0.2757
H 0.528 2.171 3.134  0.2291
H -0.416 0.580 2.240  0.1726
F -0.512 -1.310 -2.332  -0.3344
F 0.804 -1.285 1.379  -0.2468

Its SMILES is C=CC=C(CF)CF. For the LUMO energy, the calculation gives 0.752 eV. As for the HOMO-LUMO gap: 10.01 eV.

---

Entry 6:
Below is the molecule CH4N2, with properties calculated with the ωB97M-V functional and the def2-TZVPD basis.

Each line ends with the Mulliken charge.
CARTESIAN COORDINATES (ANGSTROEM)
C 0.359 0.488 -0.158  0.2556
H -0.986 -1.153 0.181  0.2220
H -1.447 0.547 -0.022  0.2155
H 0.051 1.584 0.224  0.1539
H 1.402 -1.149 0.067  0.2116
N -0.825 -0.217 -0.173  -0.4843
N 1.445 -0.099 -0.119  -0.5742

Its SMILES is [H]/N=C\N. For the LUMO energy, the calculation gives 1.133 eV. As for the HOMO-LUMO gap: 10.61 eV.

---

Calculated molecular weight, 103.2; 427.5; 143.4; 509.5; 118.1; 44.1 g/mol (same order as the records).
Calculated largest force on an atom, 1.258; 3.825; 0.843; 0.209; 5.971; 3.350 eV Å⁻¹ (same order as the records).